65
Properties=species:S:1:pos:R:3 method="wB97M-V/def2-TZVPD" molar_mass_g_mol=936.171 e_lumo_ev=-4.3 multiplicity=1
C 3.902 1.567 3.150
C 3.252 0.760 2.027
O 2.284 1.573 1.277
C 2.329 1.338 -0.083
P 3.929 2.171 -0.773
O 4.625 3.171 0.337
O 3.558 3.168 -2.013
S 5.151 0.840 -1.345
O 2.497 -0.029 -0.398
S 1.351 -1.045 0.056
O 1.016 -1.909 -1.025
O 1.646 -1.660 1.304
C -0.184 0.010 0.269
O -1.207 -0.902 -0.095
B -2.464 -0.554 0.435
O -2.905 -1.274 1.534
O -3.214 0.434 -0.135
C -0.423 0.487 1.702
O -0.701 1.623 1.967
N -0.310 -0.487 2.724
C -0.755 0.156 3.912
O -1.895 0.089 4.288
F 0.142 0.857 4.543
C -0.162 1.187 -0.712
F -0.428 0.592 -1.959
C 1.147 1.962 -0.824
C 0.928 3.443 -0.444
H 4.056 0.914 4.009
H 4.902 1.866 2.830
H 3.331 2.455 3.400
H 4.036 0.375 1.376
H 2.691 -0.050 2.480
H 4.083 3.947 0.542
H 3.967 4.028 -1.869
H -3.190 -0.676 2.235
H -3.804 0.816 0.527
H -0.864 -1.323 2.508
H -1.011 1.834 -0.499
H 1.395 1.953 -1.886
H -0.127 3.694 -0.365
H 1.395 3.703 0.509
H 1.362 4.089 -1.209
F -5.418 -1.638 0.177
O -6.254 0.019 -1.283
H -5.878 -0.858 -0.691
H -5.578 0.169 -1.985
K -1.955 -2.101 4.581
Cl 2.171 4.666 2.630
C -0.093 -3.068 -5.622
C -1.099 -2.964 -4.535
O -2.286 -3.190 -4.754
C -0.622 -2.550 -3.156
H -0.585 -3.368 -6.545
H 0.399 -2.105 -5.779
H 0.651 -3.821 -5.358
H -0.159 -1.561 -3.206
H 0.106 -3.275 -2.788
H -1.458 -2.509 -2.456
O -5.615 -6.758 2.827
V -4.845 -6.100 4.145
O -3.920 -5.142 5.209
K 4.246 5.643 1.045
Cl -7.692 -0.326 -2.736
Cs -3.141 -1.813 -3.775
F 3.697 -2.544 -0.249